The following is a quantum chemistry calculation of 2 unconnected molecules or ions with the total composition C6H7N3O6 in a non-equilibrium geometry, from the OMol25 dataset.

Results
LUMO: -0.074 Ha
net charge: 0
highest occupied orbital energy: -8.0 eV
largest force on an atom: 1.9 eV/Å
ΔE to the lowest compared entry with this formula, charge and spin: 148.5 kcal per mole

Last column: Löwdin charge in e.
Geometry (Å):
1 O -3.576 -1.376 0.548  0.137
2 H 1.671 0.745 -1.627  0.201
3 O 3.047 0.894 2.175  -0.125
4 C 0.549 -0.021 -0.172  -0.263
5 H -0.063 1.174 -3.194  0.137
6 C -1.560 0.453 -1.841  0.019
7 N -0.820 -0.871 1.562  0.168
8 C -1.797 -0.125 -0.584  -0.036
9 H -2.389 0.662 -2.492  0.132
10 C -3.250 -0.368 -0.279  -0.457
11 H -1.405 -1.686 1.663  0.097
12 N 0.715 0.513 -1.380  0.191
13 O 1.625 -0.220 0.528  0.105
14 C -0.744 -0.374 0.272  -0.152
15 O 4.846 1.818 1.414  -0.012
16 C -0.300 0.753 -2.235  -0.027
17 O 4.517 -0.297 1.125  -0.029
18 N 4.166 0.806 1.560  -0.603
19 O -4.087 0.348 -0.746  0.161
20 H 1.730 0.413 1.322  0.124
21 H -2.974 -2.124 0.472  0.117
22 H 0.101 -1.118 1.909  0.114


The following is a quantum chemistry calculation of C6H7N3OS2 in the gas phase in a non-equilibrium geometry, from the OMol25 dataset.

Results
LUMO: -0.002 Ha
net charge: 0
highest occupied orbital energy: -8.7 eV
largest force on an atom: 3.8 eV/Å
ΔE to the lowest compared entry with this formula, charge and spin: 0.0 kcal per mole

Last column: Löwdin charge in e.
Geometry (Å):
1 C -2.653 -0.772 -0.516  -0.261
2 H -0.751 3.000 0.509  0.120
3 H 1.753 -3.696 0.034  0.003
4 N -0.654 2.010 0.801  -0.192
5 C -1.807 1.358 0.159  -0.505
6 N -3.476 -1.448 -0.901  0.173
7 H 1.812 0.826 -1.216  0.012
8 H 2.146 2.591 -0.975  0.035
9 C 1.461 -2.874 0.640  -0.339
10 H 0.498 2.166 -1.596  0.111
11 O -2.782 2.016 -0.061  0.113
12 S 0.917 1.473 0.805  1.045
13 C 1.429 1.767 -0.973  -0.197
14 H 1.341 -3.172 1.707  0.044
15 C -0.369 -0.699 0.305  -0.630
16 S -0.261 -2.410 0.091  0.957
17 H 2.184 -1.990 0.384  0.068
18 C -1.567 -0.025 0.000  -0.224
19 N 0.778 -0.122 0.804  -0.334


The following is a quantum chemistry calculation of C6H7NO in the gas phase in a non-equilibrium geometry, from the OMol25 dataset.

Results
LUMO: 0.036 Ha
net charge: 0
highest occupied orbital energy: -9.0 eV
largest force on an atom: 4.9 eV/Å
ΔE to the lowest compared entry with this formula, charge and spin: 35.4 kcal per mole

Last column: Löwdin charge in e.
Geometry (Å):
1 H 0.628 -1.709 1.997  0.111
2 H -1.159 0.068 2.380  0.100
3 H -0.471 -2.044 -0.660  0.093
4 H 1.914 -0.986 -0.399  0.155
5 H -1.449 1.567 0.329  0.139
6 C -1.273 -0.226 -0.986  -0.146
7 C 0.363 -0.912 1.305  -0.032
8 C 0.632 0.846 -0.196  -0.376
9 C -0.632 -0.078 1.468  -0.029
10 O 1.289 1.763 -0.394  0.192
11 N -0.129 -1.192 -1.064  -0.005
12 H -2.201 -0.810 -0.749  0.133
13 H -1.405 0.248 -1.935  0.104
14 C 0.877 -0.672 -0.118  -0.239
15 C -0.845 0.693 0.134  -0.198


The following is a quantum chemistry calculation of a molecular structure, C6H7NO in a non-equilibrium geometry, from the OMol25 dataset.

Results
LUMO: 0.023 Ha
net charge: 0
highest occupied orbital energy: -9.0 eV
largest force on an atom: 5.3 eV/Å
ΔE to the lowest compared entry with this formula, charge and spin: 114.3 kcal per mole

Last column: Löwdin charge in e.
Geometry (Å):
1 C -2.363 0.643 -0.191  -0.136
2 H 0.724 2.170 -0.267  0.203
3 C -0.395 -0.190 0.132  -0.227
4 C 1.179 -0.235 -0.007  -0.419
5 C 1.663 1.159 0.118  -0.131
6 C -2.529 -0.643 0.081  -0.155
7 H 1.918 1.237 1.465  0.154
8 H 1.214 -2.138 -0.597  0.077
9 H -3.572 -1.239 -0.109  0.177
10 H 2.982 -1.384 -0.085  0.097
11 H 2.830 0.829 -0.252  0.112
12 H -3.179 1.339 -0.394  0.107
13 O -1.323 -1.219 0.328  0.037
14 C 1.847 -1.339 -0.194  0.022
15 N -0.996 1.011 -0.027  0.082


The following is a quantum chemistry calculation of C6H7NO in the gas phase in a non-equilibrium geometry, from the OMol25 dataset.

Results
LUMO: 0.032 Ha
net charge: 0
highest occupied orbital energy: -9.0 eV
largest force on an atom: 5.1 eV/Å
ΔE to the lowest compared entry with this formula, charge and spin: 111.4 kcal per mole

Last column: Löwdin charge in e.
Geometry (Å):
1 H -1.569 -1.207 1.317  0.113
2 H -0.065 -2.139 1.081  0.102
3 C -0.800 1.044 0.027  -0.116
4 C -0.777 -1.434 -0.711  -0.064
5 C 1.330 -0.106 -0.159  0.063
6 C -0.645 -1.312 0.763  -0.061
7 H -0.644 3.147 0.265  0.093
8 C -0.107 2.164 -0.026  0.015
9 O 3.627 -0.065 0.129  0.028
10 N 2.478 -0.229 -0.044  -0.112
11 H 0.821 2.378 -0.391  0.028
12 H -1.870 1.119 0.350  0.133
13 H -1.626 -1.102 -1.138  0.069
14 C -0.088 -0.241 -0.136  -0.426
15 H -0.067 -2.016 -1.327  0.135


The following is a quantum chemistry calculation of 2 unconnected molecules or ions with the total composition C6H7NO in a non-equilibrium geometry, from the OMol25 dataset.

Results
LUMO (spin up / spin down): -0.039 / -0.039 Ha
net charge: 0
highest occupied orbital energy (spin up / spin down): -8.9 / -8.9 eV
largest force on an atom: 6.7 eV/Å
ΔE to the lowest compared entry with this formula, charge and spin: 92.2 kcal per mole

Last column: Löwdin charge in e.
Geometry (Å):
1 C -0.863 1.654 0.022  0.026
2 H -2.438 0.816 1.289  0.135
3 C 2.108 -0.278 0.861  -0.282
4 H -1.069 2.624 0.106  0.069
5 C -1.362 0.651 1.084  -0.120
6 H 0.739 -2.318 -0.289  0.097
7 H 0.646 1.363 -1.574  0.139
8 N 3.056 -0.173 1.486  -0.108
9 C 0.021 0.950 -0.752  -0.028
10 O -0.889 -0.615 0.629  -0.012
11 H -0.541 -2.035 -1.548  0.094
12 H -0.704 0.839 2.099  0.201
13 C 0.387 -1.718 -1.115  0.008
14 C -0.079 -0.474 -0.420  -0.307
15 H 0.987 -1.287 -1.878  0.087


The following is a quantum chemistry calculation of C6H7NO in the gas phase in a non-equilibrium geometry, from the OMol25 dataset.

Results
LUMO: 0.031 Ha
net charge: 0
highest occupied orbital energy: -7.5 eV
largest force on an atom: 2.1 eV/Å
ΔE to the lowest compared entry with this formula, charge and spin: 14.0 kcal per mole

Last column: Löwdin charge in e.
Geometry (Å):
1 C 0.183 0.464 -0.111  -0.314
2 H -1.163 2.079 -0.593  0.109
3 H 2.257 -1.987 -0.414  0.102
4 O -2.304 -0.885 0.468  0.018
5 H 1.466 2.182 0.429  0.109
6 N 0.436 -0.890 -0.274  0.048
7 C 1.326 1.122 0.259  -0.052
8 H 3.398 0.362 0.492  0.086
9 C 2.370 0.168 0.262  -0.080
10 H -1.394 -1.106 0.735  0.089
11 C -1.109 1.041 -0.314  -0.055
12 H -0.131 -1.475 -0.857  0.154
13 C 1.804 -1.030 -0.195  -0.118
14 C -2.218 0.326 -0.106  -0.212
15 H -3.191 0.715 -0.396  0.117


The following is a quantum chemistry calculation of C6H7NO2S in the gas phase in a non-equilibrium geometry, from the OMol25 dataset.

Results
LUMO: 0.016 Ha
net charge: 0
highest occupied orbital energy: -8.9 eV
largest force on an atom: 5.2 eV/Å
ΔE to the lowest compared entry with this formula, charge and spin: 93.1 kcal per mole

Last column: Löwdin charge in e.
Geometry (Å):
1 H -0.326 -2.110 -1.883  0.130
2 H -0.755 2.024 0.626  0.117
3 C 0.142 1.375 0.762  -0.170
4 H 1.007 2.004 1.025  0.114
5 C 0.712 0.919 -1.731  -0.063
6 O -1.922 0.550 2.066  -0.378
7 C 0.057 -0.753 -0.442  -0.076
8 H 1.030 1.870 -1.978  0.091
9 H 0.477 -2.111 1.743  0.059
10 C 0.483 0.546 -0.427  -0.319
11 O 0.262 0.393 3.319  -0.354
12 S -0.474 0.226 2.061  0.689
13 C 0.456 -0.164 -2.537  -0.097
14 N 0.160 -1.267 -1.731  0.055
15 H 0.597 -0.121 -3.639  0.124
16 H -1.509 -1.855 1.339  0.098
17 C -0.395 -1.526 1.427  -0.019


The following is a quantum chemistry calculation of C6H7NO2S2 in the gas phase in a non-equilibrium geometry, from the OMol25 dataset.

Results
LUMO (spin up / spin down): -0.047 / -0.047 Ha
net charge: 0
highest occupied orbital energy (spin up / spin down): -7.6 / -7.6 eV
largest force on an atom: 4.1 eV/Å
ΔE to the lowest compared entry with this formula, charge and spin: 48.4 kcal per mole

Last column: Löwdin charge in e.
Geometry (Å):
1 C -2.082 0.468 1.331  -0.116
2 O 2.233 0.929 0.914  0.158
3 C -2.061 -0.902 1.139  -0.240
4 C -1.466 -1.373 -0.017  -0.893
5 H -2.568 0.819 2.245  0.122
6 H 1.439 0.822 -2.909  0.138
7 H -0.894 2.155 0.505  0.063
8 C 1.749 -0.025 0.422  -0.489
9 H 1.000 -1.935 0.825  0.053
10 S -0.981 -2.910 -0.412  0.576
11 H -2.623 -1.713 1.507  0.091
12 H 2.227 1.478 -1.605  0.057
13 N 1.904 0.634 -1.964  0.041
14 H 1.429 -1.167 -1.396  0.080
15 O 1.433 -1.147 1.286  0.020
16 S -0.708 0.254 -0.898  1.093
17 C 1.317 -0.226 -1.011  -0.328
18 C -1.264 1.152 0.409  -0.426


The following is a quantum chemistry calculation of 2 unconnected molecules or ions with the total composition C6H7NO2Si in a non-equilibrium geometry, from the OMol25 dataset.

Results
LUMO (spin up / spin down): -0.053 / -0.038 Ha
net charge: 0
highest occupied orbital energy (spin up / spin down): -10.0 / -7.6 eV
largest force on an atom: 4.3 eV/Å
ΔE to the lowest compared entry with this formula, charge and spin: 113.4 kcal per mole

Last column: Löwdin charge in e.
Geometry (Å):
1 O 3.689 -1.435 0.575  0.001
2 N 3.713 -0.285 0.192  -0.549
3 O 4.673 0.187 -0.479  -0.060
4 H -3.094 -0.642 0.783  0.108
5 C -1.798 0.707 -0.027  -0.095
6 H -2.550 1.390 -0.270  0.096
7 Si 2.359 0.874 0.232  0.926
8 H 1.191 -1.339 1.531  0.081
9 H -0.212 1.964 -0.712  0.090
10 H 1.529 -0.431 3.253  0.139
11 C 0.280 -0.886 0.933  -0.186
12 C -2.048 -0.447 0.629  -0.072
13 H -1.190 -2.191 1.508  0.090
14 H 2.562 2.363 0.054  -0.020
15 C -1.013 -1.243 1.120  -0.075
16 C -0.491 1.103 -0.133  -0.096
17 C 0.585 0.336 0.412  -0.378